49
Properties=species:S:1:pos:R:3:forces:R:3 method="wB97M-V/def2-TZVPD" fmax_ev_per_a=0.57 total_charge=+1 total_energy_ha=-2449.2043 gap_ev=8.58 homo_energy_ev=-11.880
C 4.817957 1.604191 -0.212863 0.00 0.00 0.00
C 2.965292 -3.610697 -0.931816 0.00 0.00 0.00
C 3.140000 -4.143767 0.339576 0.00 0.00 0.00
S -2.407080 0.072526 -3.320958 0.09 0.31 -0.02
H 3.115580 4.250834 -1.474663 0.00 0.00 0.00
H 3.323802 -4.146644 -1.800197 0.00 0.00 0.00
C -1.044820 1.037434 3.677186 0.00 0.00 0.00
H -1.567430 1.299373 4.587461 0.00 0.00 0.00
C -5.953088 -0.275863 -0.586619 -0.02 0.03 0.01
C 4.589446 2.873232 -0.722641 0.00 0.00 0.00
C 2.259682 2.370558 -0.937864 0.00 0.02 0.04
C -1.512046 -0.005656 2.885447 0.00 0.00 0.00
C -5.626494 -1.412822 -1.320619 0.01 0.00 -0.06
O -2.597726 1.709623 -3.165890 0.08 0.16 0.01
C -3.816535 -0.257927 -2.297535 0.05 -0.02 0.01
H -6.802990 -0.300381 0.081143 0.01 0.00 0.01
C 3.762941 0.718311 -0.072008 0.01 -0.02 -0.05
C 1.863402 -1.702480 0.032827 0.01 0.00 -0.01
H 2.807273 -3.881283 2.442258 0.00 0.00 0.00
O -3.416768 3.199940 -1.691352 -0.01 0.01 -0.04
C -4.559442 -1.416799 -2.213828 0.18 -0.14 0.29
H 3.638360 -5.096418 0.459866 0.00 0.00 0.00
C 0.086190 1.744221 3.301557 0.00 0.00 0.00
H 5.408359 3.570381 -0.837689 0.00 0.00 0.00
H 3.946994 -0.273867 0.318842 0.00 0.00 0.00
C -0.850655 -0.333074 1.715223 -0.01 0.01 -0.01
H -2.394609 -0.558119 3.179183 0.00 0.00 0.00
Au -0.498121 0.001054 -1.849632 -0.27 -0.49 -0.14
C -3.403613 2.079500 -2.067112 0.04 -0.03 0.10
C 0.761468 1.411449 2.134426 0.01 -0.01 0.01
Cl 0.666125 2.929321 -1.356154 -0.01 0.00 0.02
H 2.176968 -1.981780 -2.079523 0.01 0.00 0.00
H 1.646197 1.965980 1.848956 0.00 0.00 0.00
P 1.105763 -0.087272 -0.210208 -0.03 0.20 0.09
H 0.446641 2.558924 3.914889 0.00 0.00 0.00
H 1.678529 -1.705292 2.177183 0.00 0.00 0.00
C 3.309034 3.261276 -1.085006 0.00 0.00 -0.01
H -5.518159 1.815780 -0.240026 0.02 -0.01 0.02
C -5.235261 0.900948 -0.743615 -0.03 0.01 -0.01
H -1.220897 -1.141339 1.093201 0.00 0.00 0.00
C -4.158480 0.896139 -1.613734 -0.13 0.01 -0.25
C 2.674019 -3.462319 1.453982 0.00 0.00 0.00
C 2.322624 -2.394572 -1.087412 -0.03 -0.02 0.00
H 5.815711 1.301534 0.073121 0.00 0.00 0.00
C 2.466464 1.084107 -0.436386 0.01 0.00 0.00
C 0.293940 0.372208 1.338729 0.00 -0.01 -0.01
H -4.316214 -2.295262 -2.795555 0.00 -0.01 0.02
C 2.036668 -2.238316 1.305704 0.03 0.01 -0.01
H -6.225003 -2.306895 -1.209858 -0.01 0.00 -0.02